Formula: C21H26N2O5
Source: the Open Molecules 2025 dataset
Level of theory: ωB97M-V/def2-TZVPD

Each atom is followed by the atoms it is bonded to, with distances in Å.
Atoms and positions in Å:
1 C 1.79668 4.66576 1.16467  O2 1.405, H29 1.096, H30 1.089, H31 1.097
2 O 1.39922 3.71835 2.12287  C1 1.405, C3 1.409
3 C 1.54402 2.37680 1.71783  O2 1.409, C4 1.534, H32 1.093, H33 1.101
4 C 3.00025 1.89542 1.70088  C3 1.534, C5 1.533, H34 1.090, H35 1.091
5 C 3.08414 0.37686 1.51041  C4 1.533, C6 1.534, N10 1.458, H36 1.096
6 C 4.52518 -0.14740 1.54103  C5 1.534, C7 1.526, H37 1.091, H38 1.092
7 C 5.29901 0.21591 0.27721  C6 1.526, C8 1.525, H39 1.091, H40 1.092
8 C 4.53235 -0.27945 -0.94402  C7 1.525, C9 1.529, H41 1.091, H42 1.092
9 C 3.11857 0.30283 -0.94344  C8 1.529, N10 1.445, H43 1.088, H44 1.095
10 N 2.43172 -0.05052 0.27801  C5 1.458, C9 1.445, C11 1.347
11 C 1.28743 -0.75337 0.38489  N10 1.347, O12 1.224, C13 1.490
12 O 0.78122 -1.01608 1.46775  C11 1.224
13 C 0.59027 -1.24800 -0.83534  C11 1.490, C14 1.422, N28 1.311
14 C -0.51266 -2.14137 -0.74320  C13 1.422, C15 1.363, H45 1.068
15 C -0.89628 -2.32360 -2.03853  C14 1.363, C16 1.495, O27 1.343
16 C -1.98599 -3.13442 -2.66407  C15 1.495, O17 1.404, H46 1.096, H47 1.100
17 O -2.89709 -3.63911 -1.72290  C16 1.404, C18 1.367
18 C -3.67779 -2.75936 -1.02638  O17 1.367, C19 1.396, C26 1.385
19 C -4.51217 -3.32478 -0.06084  C18 1.396, C20 1.380, H48 1.078
20 C -5.33856 -2.52113 0.69859  C19 1.380, C21 1.385, H49 1.080
21 C -5.35013 -1.14803 0.51956  C20 1.385, C22 1.391, H50 1.078
22 C -4.52623 -0.57414 -0.44338  C21 1.391, C23 1.488, C26 1.396
23 C -4.46550 0.88839 -0.71044  C22 1.488, C24 1.508, O25 1.211
24 C -5.27577 1.78557 0.19020  C23 1.508, H51 1.088, H52 1.087, H53 1.088
25 O -3.79017 1.33423 -1.61157  C23 1.211
26 C -3.69572 -1.38760 -1.21584  C18 1.385, C22 1.396, H54 1.079
27 O -0.09646 -1.60378 -2.84227  C15 1.343, N28 1.352
28 N 0.81611 -0.94678 -2.09140  C13 1.311, O27 1.352
29 H 2.88292 4.67429 1.01708  C1 1.096
30 H 1.48568 5.63670 1.54612  C1 1.089
31 H 1.30838 4.48206 0.19943  C1 1.097
32 H 0.97683 1.79334 2.44731  C3 1.093
33 H 1.08732 2.23060 0.72721  C3 1.101
34 H 3.55274 2.41342 0.91651  C4 1.090
35 H 3.45700 2.14968 2.65895  C4 1.091
36 H 2.52107 -0.09276 2.32463  C5 1.096
37 H 5.02840 0.24814 2.42414  C6 1.091
38 H 4.49214 -1.23547 1.63205  C6 1.092
39 H 5.43309 1.29716 0.21446  C7 1.091
40 H 6.29086 -0.23855 0.31085  C7 1.092
41 H 5.04068 0.01310 -1.86340  C8 1.091
42 H 4.47065 -1.36926 -0.92009  C8 1.092
43 H 2.54827 -0.06463 -1.79428  C9 1.088
44 H 3.17543 1.39443 -1.01417  C9 1.095
45 H -0.92586 -2.55161 0.15248  C14 1.068
46 H -1.55497 -4.02024 -3.14467  C16 1.096
47 H -2.48876 -2.53659 -3.43786  C16 1.100
48 H -4.49061 -4.39439 0.07445  C19 1.078
49 H -5.97851 -2.97065 1.44286  C20 1.080
50 H -5.99995 -0.54037 1.12776  C21 1.078
51 H -4.97778 1.64219 1.22624  C24 1.088
52 H -5.11069 2.82172 -0.09387  C24 1.087
53 H -6.33395 1.55202 0.09470  C24 1.088
54 H -3.07603 -0.89553 -1.94918  C26 1.079

Calculated values
Structure (SMILES) = COCC[C@@H]1CCCCN1C(=O)c1cc(COc2cccc(C(C)=O)c2)on1
Frontier orbital gap = 9.3 eV
ΔE to the lowest compared entry with this formula, charge and spin = 92.1 kcal/mol
Maximum force = 1.2 eV Å⁻¹
Calculated total energy = -1301.483120 hartree